A single C4H7NO molecule. Source: the OMol25 dataset; level of theory: the ωB97M-V functional and the def2-TZVPD basis.

Each atom is followed by the atoms it is bonded to, with distances in Å.
Cartesian coordinates (Å):
1 C -0.23905 -0.90435 1.32313  C2 1.514, H7 1.095, H8 1.095, H9 1.096
2 C -0.45877 0.22551 0.33924  C1 1.514, C3 1.547, O6 1.451, H10 1.094
3 C 0.85035 0.85442 -0.19255  C2 1.547, N4 1.464, H11 1.097, H12 1.098
4 N 0.80346 0.67355 -1.64420  C3 1.464, C5 1.262
5 C -0.26605 0.04310 -1.87346  N4 1.262, O6 1.348, H13 1.087
6 O -1.09617 -0.28186 -0.86183  C2 1.451, C5 1.348
7 H -1.18370 -1.35718 1.64030  C1 1.095
8 H 0.39716 -1.67148 0.86868  C1 1.095
9 H 0.27879 -0.51966 2.20897  C1 1.096
10 H -1.14370 0.97073 0.75498  C2 1.094
11 H 0.93669 1.91410 0.07592  C3 1.097
12 H 1.72035 0.32521 0.21943  C3 1.098
13 H -0.59934 -0.27209 -2.85861  C5 1.087

Calculated values
Kohn-Sham gap in eV: 10.6
Net charge: 0
Highest occupied orbital energy in eV: -9.565
E_LUMO in eV: 1.01
Structure (SMILES): C[C@H]1CN=CO1